1.
Formula: C4H8O2
Source: the Open Molecules 2025 dataset
Level of theory: wB97M-V/def2-TZVPD

XYZ file:
```
14
Properties=species:S:1:pos:R:3:mulliken_charge:R:1
C 1.59 -0.16 -0.13 -1.3615
C 0.33 -0.25 0.72 0.6127
C -0.46 1.05 0.78 -0.2236
O -0.32 1.95 0.00 -0.4321
C -0.73 -1.17 0.15 -0.2068
O -0.77 -1.52 -1.01 -0.4309
H 2.17 -1.08 -0.06 0.3761
H 1.32 -0.01 -1.18 0.2835
H 2.22 0.68 0.19 0.3442
H 0.54 -0.57 1.75 0.3268
H -1.26 1.08 1.55 0.3472
H -1.49 1.08 -1.71 0.0036
H -1.56 -1.43 0.85 0.3540
H -1.59 0.37 -1.90 0.0067
```

Energy relative to the best compared isomer or geometry (same formula, charge and spin) ... 2.480 eV
Highest occupied orbital energy ... -0.370 Eh
Max |F| ... 0.694 eV/A
Molar mass ... 88.106 g mol⁻¹
Frontier orbital gap ... 10.266 eV
Electronic energy ... -307.621311 Eh
SMILES ... CC(C=O)C=O.[H][H]
Spin multiplicity ... 1

---

2.
Formula: C20H38Br6Cl6O3
Source: the Open Molecules 2025 dataset
Level of theory: wB97M-V/def2-TZVPD

XYZ file:
```
73
Properties=species:S:1:pos:R:3:mulliken_charge:R:1
C -0.08 0.48 0.69 -0.0402
Cl -0.56 -0.97 1.58 0.9592
Cl -0.78 2.00 1.43 -0.3114
Cl -0.59 0.27 -1.01 0.1785
H 1.00 0.60 0.71 1.1815
C -1.94 2.54 -1.19 3.2275
Cl -1.59 2.48 -3.02 -0.2579
Cl -3.51 1.75 -0.84 -0.2560
Cl -2.09 4.17 -0.57 -0.1658
H -1.22 1.98 -0.59 -2.6737
C -3.68 -0.35 -0.97 -0.3204
C -4.53 -1.57 -0.56 -0.5729
C -3.80 -2.74 -1.32 -0.5281
O -2.46 -2.31 -1.35 -0.4531
C -2.33 -0.97 -0.88 2.6852
H -3.85 0.50 -0.31 0.1340
H -3.83 0.03 -1.98 0.4730
H -5.58 -1.48 -0.85 0.4502
H -4.42 -1.73 0.52 -0.0608
H -4.23 -2.89 -2.31 0.3394
H -3.95 -3.62 -0.70 0.3097
H -1.68 -0.46 -1.59 -1.6837
H -2.00 -0.93 0.15 -1.4157
C 0.24 0.11 -3.12 -0.0317
C 1.59 -0.20 -2.63 0.1935
C 2.45 0.53 -3.64 -0.7529
O 1.84 1.77 -3.87 -0.4914
C 0.44 1.60 -3.61 -0.8571
H -0.60 0.04 -2.42 -0.0709
H -0.11 -0.53 -3.92 0.4754
H 1.76 -1.28 -2.61 0.5959
H 1.80 0.12 -1.61 -0.0986
H 2.56 -0.04 -4.56 0.4061
H 3.35 0.74 -3.07 0.3477
H -0.21 1.75 -4.47 0.4550
H 0.19 2.28 -2.80 0.6256
C 3.31 2.78 -0.88 -0.7413
C 3.39 2.98 0.61 -0.8954
C 2.36 2.00 1.11 -0.3463
O 2.45 0.98 0.17 -0.3892
C 2.61 1.51 -1.13 2.3185
H 4.32 2.83 -1.29 0.2763
H 2.66 3.53 -1.34 0.4152
H 3.15 4.00 0.90 0.3350
H 4.34 2.63 1.01 0.2855
H 1.37 2.45 1.25 0.1660
H 2.50 1.63 2.12 -0.1425
H 1.58 1.71 -1.44 -0.2985
H 3.04 0.86 -1.90 -2.8161
Br 1.35 1.55 3.13 0.0114
C -0.43 1.01 3.84 -1.2402
C -0.38 -0.48 4.16 0.7603
Br -2.10 -1.06 4.90 -0.2005
H -1.29 1.21 3.20 0.6395
H -0.46 1.58 4.77 0.6100
H 0.34 -0.68 4.95 0.5662
H -0.21 -1.13 3.30 -1.3643
Br 0.14 -3.37 3.43 -0.0552
C -1.43 -3.09 2.25 -0.0815
C -2.71 -3.16 3.12 -0.0740
Br -4.34 -3.00 2.00 -0.1856
H -1.37 -3.92 1.54 0.5727
H -1.30 -2.12 1.78 -1.0491
H -2.70 -2.48 3.97 -0.1405
H -2.80 -4.14 3.59 0.4855
Br 2.10 -2.02 2.47 0.0462
C 2.64 -0.90 1.01 1.3776
C 3.60 -1.68 0.09 -0.7088
Br 4.19 -0.63 -1.47 -0.0020
H 3.19 -0.06 1.44 0.1520
H 1.75 -0.50 0.52 -1.2131
H 3.03 -2.47 -0.40 0.4647
H 4.53 -2.05 0.52 0.4665
```

Energy relative to the best compared isomer or geometry (same formula, charge and spin) ... 35.433 eV
Highest occupied orbital energy ... -0.302 Eh
Max |F| ... 16.792 eV/A
Molar mass ... 1018.663 g mol⁻¹
Frontier orbital gap ... 8.539 eV
Electronic energy ... -19214.465615 Eh
Spin multiplicity ... 1

---

3.
Formula: C19H21F3N2O4
Source: the Open Molecules 2025 dataset
Level of theory: wB97M-V/def2-TZVPD

XYZ file:
```
49
Properties=species:S:1:pos:R:3:mulliken_charge:R:1
C 6.39 0.74 -0.25 -1.5274
C 5.21 -0.13 0.06 0.7215
C 3.98 0.13 -0.51 -0.6001
C 2.89 -0.69 -0.24 0.6584
C 3.03 -1.77 0.62 -0.6938
C 4.26 -2.03 1.19 -0.7164
C 5.35 -1.21 0.92 -0.5528
H 6.31 -1.42 1.37 0.4082
H 4.38 -2.87 1.86 0.3956
H 2.19 -2.41 0.82 0.4685
N 1.61 -0.47 -0.78 0.1695
C 1.24 0.45 -1.70 0.6745
O 1.95 1.28 -2.22 -0.6860
C -0.27 0.39 -2.03 -0.6066
H -0.43 0.72 -3.06 0.3483
H -0.70 -0.61 -1.90 0.2702
O -0.90 1.32 -1.14 -0.0879
C -2.22 1.47 -1.27 0.3589
O -2.90 0.84 -2.03 -0.6117
C -2.77 2.56 -0.34 0.0567
C -1.89 2.79 0.90 -0.8347
H -0.84 2.75 0.62 0.3627
H -2.10 3.79 1.30 0.4875
C -2.22 1.72 1.95 -0.8659
N -2.81 0.56 1.32 0.1462
C -2.07 -0.48 1.00 0.4764
C -2.45 -1.64 0.37 -0.8101
C -1.47 -2.61 0.07 -0.0635
O -0.25 -2.50 0.19 -0.6711
C -2.05 -3.92 -0.52 0.9586
F -2.98 -4.45 0.29 -0.2667
F -1.12 -4.85 -0.73 -0.2498
F -2.66 -3.70 -1.70 -0.2593
H -3.47 -1.85 0.10 0.2839
H -1.03 -0.43 1.30 0.2879
C -4.14 0.80 0.80 -0.6831
H -4.86 0.77 1.62 0.3645
C -4.18 2.17 0.10 -0.9109
H -4.84 2.11 -0.77 0.4486
H -4.57 2.94 0.76 0.3955
H -4.38 0.02 0.09 0.2292
H -2.95 2.11 2.67 0.3441
H -1.33 1.43 2.50 0.3691
H -2.80 3.47 -0.94 0.4903
H 0.92 -1.15 -0.46 -0.0664
H 3.86 0.97 -1.18 0.5752
H 7.04 0.24 -0.97 0.2957
H 6.97 0.94 0.64 0.3728
H 6.07 1.69 -0.68 0.3460
```

Energy relative to the best compared isomer or geometry (same formula, charge and spin) ... 0.000 eV
Highest occupied orbital energy ... -0.304 Eh
Max |F| ... 0.762 eV/A
Molar mass ... 398.381 g mol⁻¹
Frontier orbital gap ... 8.196 eV
Electronic energy ... -1446.740499 Eh
SMILES ... Cc1cccc(NC(=O)COC(=O)C2CCN(/C=C/C(=O)C(F)(F)F)CC2)c1
Spin multiplicity ... 1

---

4.
Formula: C18H28BF16N2O18S4Zr
Source: the Open Molecules 2025 dataset
Level of theory: wB97M-V/def2-TZVPD

XYZ file:
```
88
Properties=species:S:1:pos:R:3:mulliken_charge:R:1
Zr -1.37 0.51 1.01 1.5989
N -2.28 1.93 -0.21 -0.0002
S -2.92 3.36 0.09 0.5870
O -4.30 3.58 -0.23 -0.5868
O -1.95 4.40 -0.04 -0.4189
F -2.98 3.23 1.68 -0.3195
S -2.41 2.28 -1.96 0.8269
O -1.54 3.27 -2.54 -0.5257
O -3.66 2.08 -2.59 -0.5833
F -1.67 0.91 -2.31 -0.2107
N 0.56 -0.47 5.14 -0.3055
S 0.05 -1.62 3.95 0.9232
O 0.69 -2.88 3.69 -0.6346
O -0.49 -0.97 2.77 -0.7299
F -1.25 -2.14 4.72 -0.3601
S 2.08 -0.81 4.85 1.1167
O 2.57 -0.75 3.47 -0.5430
O 2.66 -1.81 5.71 -0.6795
F 2.69 0.53 5.48 -0.2793
B -0.01 -0.85 -0.06 1.7259
H 0.66 -1.59 -0.63 -0.2600
H 0.56 -0.32 0.74 -0.2733
H -0.39 -0.08 -0.79 0.0287
H -0.95 -1.32 0.31 -0.1713
O -0.29 1.80 2.29 0.1724
C 0.07 3.08 2.78 -0.2077
C 0.69 3.19 4.22 -0.6536
O -0.04 2.64 5.21 -0.8589
H -0.76 3.78 2.68 0.2966
H 0.85 3.36 2.07 -0.0733
H 0.84 4.27 4.35 0.2914
H 1.71 2.75 4.14 0.0684
C -5.91 0.03 -0.05 -0.7120
C -5.46 -1.43 0.21 -0.3423
O -4.73 -1.96 -0.88 -0.2969
C -3.49 -1.65 -1.08 0.0187
O -2.91 -0.81 -0.44 0.3634
C -2.85 -2.33 -2.32 0.6990
F -3.03 -1.53 -3.38 -0.2462
F -1.55 -2.47 -2.09 -0.1915
F -3.39 -3.52 -2.56 -0.2431
H -6.33 0.12 -1.05 0.2860
H -5.03 0.66 0.04 -0.0624
H -6.67 0.26 0.69 0.4081
H -6.31 -2.06 0.46 0.4418
H -4.95 -1.43 1.18 0.1914
C 2.09 -5.15 0.41 -1.5114
C 0.86 -4.32 0.79 1.1776
O -0.25 -5.19 1.03 -0.3485
C -1.42 -4.66 1.32 0.5095
O -1.64 -3.49 1.32 -0.6247
C -2.54 -5.71 1.40 0.7928
F -3.00 -5.75 2.64 -0.2557
F -3.51 -5.31 0.55 -0.2137
F -2.18 -6.94 1.04 -0.2573
H 2.72 -5.43 1.25 0.3498
H 2.75 -4.58 -0.25 0.3508
H 1.78 -5.99 -0.20 0.3745
H 0.56 -3.63 0.00 -0.4926
H 1.10 -3.74 1.68 -0.0074
C 1.85 -0.30 -3.58 -0.7138
C 1.60 1.01 -4.30 -0.0047
O 2.80 1.49 -4.93 -0.3750
C 3.65 2.15 -4.15 0.3384
O 3.68 2.20 -2.96 -0.4756
C 4.82 2.73 -4.99 0.8274
F 5.11 3.96 -4.58 -0.2347
F 5.91 1.96 -4.86 -0.2505
F 4.50 2.79 -6.29 -0.2567
H 2.49 -0.89 -4.24 0.4962
H 0.95 -0.80 -3.23 0.0671
H 2.55 -0.15 -2.75 0.1018
H 1.10 1.72 -3.64 0.0681
H 0.93 0.82 -5.14 0.4217
C 4.20 1.19 0.88 -1.8065
C 2.76 1.24 0.37 1.3914
O 2.59 2.57 -0.16 -0.2834
C 1.46 2.90 -0.71 -0.3264
O 0.48 2.19 -0.74 0.7821
C 1.52 4.35 -1.27 0.3814
F 1.64 4.37 -2.61 -0.2457
F 0.43 4.98 -0.90 -0.1774
F 2.58 5.00 -0.80 -0.2707
H 4.88 1.43 0.06 0.3988
H 4.43 0.23 1.35 0.4035
H 4.30 1.94 1.67 0.4049
H 2.07 1.05 1.18 -0.4413
H 2.59 0.52 -0.43 -0.3391
```

Energy relative to the best compared isomer or geometry (same formula, charge and spin) ... 2.900 eV
Highest occupied orbital energy ... -0.111 Eh
Max |F| ... 7.261 eV/A
Charge ... -1
Molar mass ... 1094.690 g mol⁻¹
Frontier orbital gap ... 3.122 eV
Electronic energy ... -5428.939912 Eh
Spin multiplicity ... 1

---

5.
Formula: C30H28Br2CrF5N6OS6
Source: the Open Molecules 2025 dataset
Level of theory: wB97M-V/def2-TZVPD

XYZ file:
```
79
Properties=species:S:1:pos:R:3:mulliken_spin:R:1
Cr -1.59 -0.73 0.37 4.0158
S -0.55 -2.29 -7.29 -0.0003
C -0.44 -1.70 -5.73 -0.0005
S 1.02 -1.28 -4.95 0.0005
C 0.40 -0.73 -3.39 0.0141
C -0.95 -0.80 -3.30 0.0077
S -2.15 -0.40 -2.05 -0.0104
S -1.78 -1.43 -4.71 -0.0010
S 1.69 -0.21 -2.33 -0.0014
S -0.52 -3.12 -0.35 0.0476
C 1.16 -3.03 -0.25 -0.0071
N 1.79 -2.00 0.30 -0.0047
C 3.23 -1.82 0.24 -0.0027
C 3.91 -3.17 0.26 -0.0003
C 3.34 -4.02 -0.87 0.0004
N 1.90 -4.04 -0.75 0.0082
H 1.22 -1.19 0.53 0.0120
H 3.53 -1.22 1.10 0.0006
H 3.49 -1.27 -0.67 -0.0004
H 3.73 -3.67 1.22 0.0001
H 4.99 -3.06 0.14 -0.0001
H 3.71 -5.04 -0.82 0.0001
H 3.64 -3.60 -1.84 -0.0002
H 1.36 -4.78 -1.17 0.0014
C 2.62 4.35 -0.58 0.0002
N 1.72 3.25 -0.86 0.0046
N 1.57 2.20 0.03 0.0026
C 0.40 1.55 -0.23 -0.0081
O 0.10 0.51 0.40 -0.1412
C -0.27 2.32 -1.23 -0.0107
C 0.57 3.33 -1.57 0.0012
C 0.38 4.41 -2.57 -0.0002
C 2.66 1.70 0.78 -0.0001
C 2.48 1.39 2.12 -0.0012
C 3.57 0.96 2.86 0.0000
C 4.82 0.86 2.28 0.0005
C 4.99 1.14 0.93 -0.0001
C 3.90 1.55 0.17 0.0014
H 3.21 4.12 0.30 -0.0002
H 2.06 5.27 -0.39 0.0001
H 3.30 4.50 -1.42 0.0001
H -1.19 2.04 -1.69 -0.0021
H -0.54 4.23 -3.13 -0.0002
H 1.21 4.43 -3.29 0.0002
H 0.32 5.39 -2.10 0.0000
H 1.49 1.47 2.55 -0.0004
H 3.43 0.71 3.91 -0.0001
H 5.67 0.53 2.87 0.0000
H 5.96 1.03 0.46 0.0000
H 3.99 1.73 -0.90 0.0001
F 0.07 -0.50 2.94 -0.0061
C -1.18 -1.01 2.56 -0.0627
F -2.08 -0.26 3.35 0.0053
C -1.20 -2.39 3.24 0.0439
F -1.30 -2.33 4.58 -0.0004
F -0.09 -3.09 2.97 0.0020
F -2.26 -3.12 2.82 0.0061
Br -1.10 4.74 2.05 0.0013
C -2.24 3.50 1.19 0.0052
C -3.14 3.91 0.22 0.0163
C -3.90 2.94 -0.41 -0.0105
C -3.70 1.61 -0.06 0.0413
N -2.84 1.22 0.87 0.0039
C -2.13 2.15 1.51 0.0336
H -3.23 4.96 -0.04 0.0013
H -4.61 3.20 -1.18 -0.0009
H -4.25 0.83 -0.57 0.0072
H -1.45 1.80 2.27 -0.0165
Br -6.66 -1.79 3.16 0.0002
C -5.53 -2.22 1.71 -0.0020
C -5.85 -3.24 0.84 0.0083
C -4.99 -3.52 -0.21 -0.0098
C -3.83 -2.76 -0.34 0.0266
N -3.53 -1.78 0.51 -0.0703
C -4.35 -1.51 1.53 0.0478
H -6.77 -3.81 0.98 0.0006
H -5.19 -4.30 -0.92 -0.0006
H -3.14 -2.91 -1.15 0.0142
H -4.06 -0.72 2.20 -0.0110
```

Energy relative to the best compared isomer or geometry (same formula, charge and spin) ... 0.206 eV
Highest occupied orbital energy (alpha / beta) ... -0.119 / -0.121 Eh
Max |F| ... 0.742 eV/A
Charge ... -1
Molar mass ... 987.791 g mol⁻¹
Frontier orbital gap (alpha / beta) ... 5.166 / 5.213 eV
Electronic energy ... -10644.902099 Eh
Spin multiplicity ... 5

---

6.
Formula: C3H6N2OS
Source: the Open Molecules 2025 dataset
Level of theory: wB97M-V/def2-TZVPD

XYZ file:
```
13
Properties=species:S:1:pos:R:3:mulliken_charge:R:1
C -0.20 -0.96 -1.60 -0.7999
C 1.09 0.74 0.60 -0.3518
C 0.18 0.10 1.58 0.7208
H 0.70 -0.89 -2.21 0.3482
H -1.02 -1.27 -2.25 0.3222
H -0.08 -1.71 -0.81 0.2422
H -0.71 1.01 -1.83 0.2716
H 2.01 1.09 0.96 0.4493
H -1.51 0.23 3.05 0.1658
N -0.40 0.43 -1.09 -0.2179
N 0.77 1.04 -0.62 -0.4325
O -0.02 -1.08 1.71 -0.4944
S -0.81 1.26 2.50 -0.2234
```

Energy relative to the best compared isomer or geometry (same formula, charge and spin) ... 3.052 eV
Highest occupied orbital energy ... -0.323 Eh
Max |F| ... 2.384 eV/A
Molar mass ... 118.161 g mol⁻¹
Frontier orbital gap ... 9.428 eV
Electronic energy ... -700.777032 Eh
SMILES ... CN/N=C\C(=O)S
Spin multiplicity ... 1